# 1
The following is a quantum chemistry calculation of 12 unconnected molecules or ions with the total composition C36H96O36S12 in a non-equilibrium geometry, from the Open Molecules 2025 dataset.

Atoms and positions in Å:
O 5.490432 2.382940 -6.872792
S 6.828622 2.943070 -6.619352
O 8.059222 2.196320 -6.953632
O 6.890882 4.368390 -7.473262
C 8.124122 4.963910 -7.630532
C 7.730362 6.415120 -7.759432
C 6.935362 3.575680 -4.923552
H 8.621782 4.524730 -8.495142
H 8.720822 4.749850 -6.743842
H 7.118442 6.412010 -8.661452
H 8.554152 7.125490 -7.828882
H 7.234542 6.680810 -6.825782
H 8.008262 3.701800 -4.778432
H 6.662742 2.764750 -4.248152
H 6.329452 4.470540 -4.781462
O -13.609608 -3.131360 0.601168
S -12.448038 -3.298720 1.476008
O -11.411958 -4.260550 1.011558
O -11.753298 -1.845920 1.768208
C -10.597718 -1.486880 1.206208
C -9.366978 -2.043210 1.994598
C -13.036348 -3.717190 3.157298
H -10.459498 -0.408090 1.278358
H -10.581988 -1.838020 0.174438
H -9.447908 -3.130190 2.000308
H -9.377478 -1.753840 3.045438
H -8.421468 -1.720910 1.558448
H -12.218598 -3.788600 3.874438
H -13.568498 -4.668390 3.144948
H -13.772008 -2.938490 3.358568
O 10.685712 1.087010 2.915068
S 9.765512 1.982210 3.584788
O 9.346432 1.695940 4.936908
O 10.406492 3.532360 3.524888
C 11.037002 3.944630 2.354638
C 12.155092 4.909420 2.896058
C 8.295352 2.117800 2.580998
H 10.298002 4.413770 1.705108
H 11.591262 3.190260 1.796238
H 11.760722 5.761560 3.449628
H 12.856332 5.242750 2.131038
H 12.920982 4.478120 3.540638
H 7.915092 1.121360 2.356068
H 8.692112 2.757200 1.792428
H 7.599212 2.677240 3.205898
O 6.153712 6.735030 0.621928
S 5.209332 7.845060 0.470718
O 4.598272 8.610830 1.599318
O 6.003182 8.931660 -0.526442
C 6.825762 8.412840 -1.591262
C 7.764592 9.520970 -1.943052
C 3.930342 7.290790 -0.636592
H 6.246452 8.241050 -2.498452
H 7.459642 7.545500 -1.406832
H 7.844642 9.610200 -3.026442
H 8.753772 9.154420 -1.668702
H 7.484982 10.476920 -1.500252
H 4.476392 6.754110 -1.412412
H 3.454292 8.145040 -1.117992
H 3.301582 6.612290 -0.060052
O -6.178048 -1.112580 10.208228
S -6.365768 -2.568360 10.070328
O -7.549308 -3.247840 10.594288
O -6.152718 -2.949020 8.473348
C -5.226108 -2.190850 7.705288
C -4.297678 -3.119350 6.876288
C -4.845358 -3.341020 10.826728
H -4.619458 -1.583190 8.376718
H -5.884118 -1.607580 7.061138
H -3.580298 -2.597430 6.243008
H -4.734478 -3.884710 6.234778
H -3.695638 -3.710790 7.566098
H -4.827448 -2.897340 11.822178
H -4.071728 -3.101030 10.097338
H -4.927448 -4.426670 10.774508
O -6.478868 -2.945310 -3.254342
S -6.237898 -4.114870 -4.098312
O -5.024778 -4.245290 -4.970312
O -6.248328 -5.387190 -3.106552
C -7.227878 -5.680040 -2.184912
C -6.570078 -6.514860 -1.055232
C -7.820658 -4.417690 -5.036502
H -8.001428 -6.356190 -2.548972
H -7.688388 -4.906490 -1.570382
H -5.937588 -5.844360 -0.473442
H -5.868298 -7.252190 -1.445062
H -7.247448 -7.001890 -0.353772
H -7.849788 -5.400900 -5.506152
H -7.832008 -3.810020 -5.941332
H -8.659448 -4.180510 -4.382082
O -2.363828 5.267670 1.181988
S -3.802618 5.326760 1.095178
O -4.551058 6.270920 1.938218
O -4.298748 5.439320 -0.531262
C -3.555598 4.769740 -1.484552
C -4.521528 3.810390 -2.064032
C -4.451568 3.721370 1.596978
H -2.710498 4.203350 -1.093272
H -3.154058 5.436140 -2.247962
H -4.065088 3.219600 -2.858212
H -5.468428 4.228900 -2.405132
H -4.729068 3.058510 -1.302652
H -3.691728 2.997790 1.301718
H -5.427188 3.549350 1.142368
H -4.544558 3.827320 2.677828
O -1.075478 -12.492230 -1.812862
S -2.041048 -12.374870 -2.907932
O -3.332818 -13.010000 -2.769992
O -2.240868 -10.731010 -3.285812
C -1.077728 -9.925750 -3.292712
C -1.238708 -8.705670 -4.207802
C -1.313478 -12.936980 -4.549402
H -0.128688 -10.406830 -3.529322
H -1.013618 -9.628480 -2.246002
H -1.400248 -7.793610 -3.633212
H -2.164278 -8.829550 -4.770002
H -0.329808 -8.548480 -4.788562
H -0.263638 -13.167120 -4.367772
H -1.447398 -12.059290 -5.181712
H -1.958258 -13.765870 -4.841452
O 0.964642 1.158810 -1.853682
S 1.059662 -0.235800 -1.395252
O 2.275782 -0.756370 -0.816202
O -0.150448 -0.406640 -0.305212
C -0.362448 -1.620430 0.334838
C -1.776178 -2.209480 -0.089872
C 0.470472 -1.255520 -2.742892
H -0.382138 -1.511330 1.419188
H 0.363392 -2.405260 0.121998
H -2.265448 -2.855740 0.638868
H -1.601168 -2.690840 -1.052032
H -2.494248 -1.396610 -0.198062
H 0.619322 -2.288280 -2.427712
H 1.086192 -0.942870 -3.586252
H -0.586408 -0.989870 -2.766182
O 3.016772 7.077810 -6.371432
S 1.666092 7.273150 -6.790072
O 0.631522 7.865690 -5.911042
O 1.582182 8.098480 -8.212902
C 2.378352 7.682410 -9.280682
C 2.829522 8.871750 -10.083942
C 1.097992 5.544440 -7.294952
H 1.835512 6.964260 -9.895232
H 3.253802 7.109840 -8.974312
H 2.089642 9.671680 -10.055572
H 3.074662 8.686000 -11.129642
H 3.779002 9.219760 -9.677142
H 1.049542 4.942680 -6.387402
H 1.718702 5.217470 -8.129162
H 0.124152 5.589530 -7.782502
O -0.730548 1.583150 5.929898
S -0.522168 2.432990 7.097968
O -1.626458 3.258400 7.494388
O -0.153898 1.452700 8.362538
C -0.233398 2.018860 9.623738
C 0.595392 1.208980 10.650108
C 1.136382 3.379740 6.965418
H -1.247528 2.031000 10.023098
H 0.100682 3.056110 9.599208
H 1.660732 1.116880 10.438748
H 0.343482 0.148540 10.660548
H 0.400212 1.615590 11.642408
H 1.803202 2.543300 6.756068
H 1.343822 3.943700 7.874818
H 1.071232 4.147800 6.194738
O 2.730752 -5.343910 3.431348
S 1.996672 -6.489450 2.920778
O 0.508992 -6.449020 2.905358
O 2.441942 -6.701010 1.357728
C 3.747332 -6.257710 0.984538
C 4.011292 -6.775380 -0.441452
C 2.612492 -8.063950 3.661468
H 4.539612 -6.689380 1.596138
H 3.762022 -5.167870 0.996688
H 3.148552 -6.496320 -1.046352
H 4.067712 -7.861820 -0.509002
H 4.968192 -6.454570 -0.853192
H 3.695142 -8.087100 3.537218
H 2.086312 -8.917070 3.233198
H 2.333392 -7.991120 4.712608

Forces on atoms 1 to 6 (eV/Å):
2.7 1.2 0.5
-0.4 -0.6 -1.7
-2.4 1.3 0.9
-2.5 -3.1 1.2
1.6 0.6 0.3
0.9 0.0 0.0

Values from the calculation:
E_HOMO (eV): -10.82
Total energy (hartree): -8915.69548
F_max (eV Å⁻¹): 5.1
SMILES: CCOS(C)(=O)=O.CCOS(C)(=O)=O.CCOS(C)(=O)=O.CCOS(C)(=O)=O.CCOS(C)(=O)=O.CCOS(C)(=O)=O.CCOS(C)(=O)=O.CCOS(C)(=O)=O.CCOS(C)(=O)=O.CCOS(C)(=O)=O.CCOS(C)(=O)=O.CCOS(C)(=O)=O
Net charge: 0
Molar mass (g mol⁻¹): 1489.932


# 2
The following is a quantum chemistry calculation of 11 unconnected molecules or ions with the total composition C36H98N4O15 in a non-equilibrium geometry, from the Open Molecules 2025 dataset.

Atoms and positions in Å:
C 3.184422 1.028812 6.479663
O 3.242786 0.494632 5.177326
C 2.546771 1.324476 4.241245
C 2.782656 0.654302 2.864631
N 2.416063 -0.742025 2.737421
C 0.971533 -0.793255 2.662850
C 0.328543 -2.196868 2.817185
O 0.053416 -2.494401 4.175483
C -0.828702 -3.558407 4.217437
H 3.197104 2.118393 6.452205
H 4.121130 0.813717 6.993877
H 2.271975 0.676588 6.960795
H 3.105877 2.260065 4.227949
H 1.534731 1.554189 4.574557
H 3.841598 0.719435 2.614622
H 2.238768 1.214132 2.103799
H 2.768696 -1.421710 3.396047
H 0.739400 -0.515317 1.634761
H 0.481122 -0.046860 3.287755
H 1.055222 -2.948495 2.508812
H -0.541974 -2.274722 2.165848
H -0.401744 -4.412146 3.691183
H -1.857311 -3.413024 3.887416
H -0.863203 -3.747741 5.290320
C -2.872701 3.044734 -2.567153
O -1.796187 3.697451 -3.188528
C -1.193408 3.038573 -4.349234
C -0.323066 3.967294 -5.267015
N 0.278093 4.935423 -4.346763
C 0.541435 6.247551 -5.004736
C 1.360845 6.204660 -6.358589
O 0.393587 5.963722 -7.372577
C 0.947842 5.676503 -8.625633
H -3.682042 3.048083 -3.297257
H -3.146528 3.576833 -1.656116
H -2.546368 2.037038 -2.309961
H -1.977897 2.579001 -4.950460
H -0.573902 2.210319 -4.005271
H -1.032091 4.441213 -5.945810
H 0.453220 3.374013 -5.750212
H -0.445153 5.078898 -3.656516
H 1.117107 6.832088 -4.287086
H -0.408638 6.777641 -5.071548
H 2.047985 5.359751 -6.313241
H 1.806750 7.183577 -6.534637
H 1.850077 6.248352 -8.842582
H 0.123304 5.917844 -9.296453
H 1.203785 4.620395 -8.540620
C 0.582971 3.724491 8.973292
O 1.545007 4.193096 8.109536
C 1.830052 5.642697 8.116053
C 2.765659 6.154386 6.983657
N 2.067184 6.223108 5.683052
C 2.056856 5.023266 4.913472
C 1.479620 5.203149 3.446872
O 1.467598 3.918784 2.740276
C 0.347127 3.914429 1.848222
H -0.486421 3.794105 8.774180
H 0.745727 4.065195 9.995808
H 0.761584 2.655584 8.856599
H 2.447656 5.658883 9.014056
H 0.993816 6.293885 8.370517
H 3.664799 5.539970 7.029958
H 3.050027 7.155268 7.308426
H 2.330708 7.046002 5.160077
H 1.434937 4.257640 5.377312
H 3.064828 4.685014 4.673316
H 2.133589 5.894757 2.915753
H 0.504926 5.681863 3.541201
H -0.568854 3.659120 2.381034
H 0.458428 3.101422 1.130771
H 0.141558 4.745850 1.173987
C -0.585539 -5.053017 0.563543
O -1.509611 -4.933317 1.564341
C -2.790207 -4.423742 1.193755
C -3.647670 -5.537296 0.595788
N -3.967747 -6.630486 1.541688
C -4.416039 -7.813441 0.759267
C -3.237976 -8.667516 0.329721
O -2.257727 -8.875884 1.372302
C -2.713246 -9.689651 2.451503
H 0.374853 -5.315803 1.007046
H -0.548821 -4.119872 0.001406
H -0.856507 -5.800254 -0.182327
H -2.737704 -3.590102 0.493481
H -3.223559 -4.014436 2.106310
H -3.137434 -5.908622 -0.292959
H -4.525192 -5.046127 0.175302
H -3.136608 -6.909761 2.043012
H -4.965680 -7.508598 -0.131278
H -5.147516 -8.415760 1.298018
H -2.636941 -8.103347 -0.383425
H -3.545358 -9.566771 -0.204075
H -2.498197 -10.702600 2.111233
H -3.724702 -9.582763 2.843461
H -2.069262 -9.601891 3.326540
O 4.460430 -1.399143 0.289900
H 5.167321 -0.787340 0.495391
H 3.834338 -1.291728 1.005932
C -3.673598 0.866940 1.254840
C -2.507397 1.809833 1.479736
O -1.451581 1.235491 2.238689
H -3.455169 -0.039385 0.690073
H -4.496659 1.332757 0.712897
H -4.078822 0.486437 2.192452
H -2.902710 2.719949 1.930842
H -2.124285 2.112653 0.505248
H -1.692453 1.159709 3.164885
C 3.045871 1.302359 -6.092832
C 2.842564 2.013107 -4.773847
O 2.887966 3.477976 -4.750149
H 2.243912 1.607235 -6.765154
H 3.204284 0.225074 -6.043219
H 3.897445 1.758596 -6.597566
H 3.622616 1.718393 -4.071880
H 1.957217 1.738111 -4.200573
H 1.999513 3.796354 -4.574396
C -4.796711 -2.108002 -2.136876
C -4.092379 -3.444316 -2.405593
O -5.056353 -4.341811 -2.858368
H -5.472449 -1.772638 -2.923650
H -4.067536 -1.314985 -1.970952
H -5.393495 -2.266308 -1.238606
H -3.692320 -3.840268 -1.472179
H -3.199826 -3.308665 -3.016371
H -4.638227 -5.205953 -2.862883
C -0.247266 -0.546969 -6.532689
C 0.158308 -0.968114 -5.115496
O -0.469872 -2.222129 -4.822303
H 0.025472 -1.394026 -7.162154
H 0.084642 0.445204 -6.838510
H -1.330951 -0.516030 -6.645680
H -0.203265 -0.219690 -4.410353
H 1.241214 -1.084431 -5.071917
H -0.301190 -2.338514 -3.884430
C 3.632114 -4.540264 -1.422039
C 3.413887 -3.217976 -2.209808
O 2.687370 -2.293786 -1.423685
H 2.690970 -4.871136 -0.982857
H 4.223478 -4.499140 -0.507326
H 4.066654 -5.310178 -2.059617
H 2.748502 -3.324199 -3.066595
H 4.366776 -2.782381 -2.510392
H 3.214441 -2.181488 -0.629218
C 0.689530 0.159445 -0.955493
C -0.484606 -0.851427 -1.295513
O -0.006267 -1.950188 -2.080616
H 1.139252 0.483931 -1.893874
H 1.382758 -0.309048 -0.256878
H 0.431156 1.094886 -0.459210
H -1.386087 -0.319544 -1.599727
H -0.826265 -1.241206 -0.336634
H 0.857817 -2.217670 -1.759048

Forces on atoms 1 to 6 (eV/Å):
0.3 0.4 -0.3
-0.3 0.0 -0.2
1.7 -0.6 -0.2
0.3 0.1 0.7
-0.6 -0.3 -0.5
-1.0 -1.3 -1.1

Values from the calculation:
E_HOMO (eV): -8.84
Total energy (hartree): -2777.67538
F_max (eV Å⁻¹): 3.4
SMILES: COCCNCCOC.COCCNCCOC.COCCNCCOC.COCCNCCOC.CCO.CCO.CCO.CCO.CCO.CCO.O
Net charge: 0
Molar mass (g mol⁻¹): 827.193